Record 1
DFT (the ωB97M-V functional and the def2-TZVPD basis) results for a single C3H5N3 molecule.

Values from the calculation:
Total charge: 0
SMILES: Nc1cc[nH]n1
Energy relative to the best compared isomer or geometry (same formula, charge and spin), kcal/mol: 11.3

Last column: Löwdin charge in e.
Atoms and positions in Å:
N 0.6267 -1.7231 -0.8278  0.100
C 0.2920 -0.5165 -0.2504  -0.442
N 1.1009 0.0352 0.6427  0.058
N 0.4037 1.0953 1.1089  -0.056
C -0.8036 1.2299 0.5282  -0.126
C -0.9174 0.2140 -0.3929  -0.042
H 0.0996 -2.0537 -1.6132  0.081
H 1.5940 -1.9929 -0.7739  0.085
H 0.8230 1.6765 1.8137  0.142
H -1.4998 1.9986 0.8326  0.110
H -1.7397 0.0305 -1.0702  0.091

Force components x, y, z for each atom (eV/Å):
N 0.022 -0.074 0.069
C 0.014 0.002 0.125
N -0.235 -0.119 -0.130
N -0.064 0.206 0.107
C 0.081 -0.022 -0.007
C -0.003 -0.019 0.072
H 0.093 0.126 -0.087
H -0.068 0.031 -0.105
H -0.092 -0.062 -0.092
H 0.149 -0.021 -0.138
H 0.102 -0.049 0.185

---

Record 2
DFT (the ωB97M-V functional and the def2-TZVPD basis) results for a single C19H21F3N2O4S molecule in a non-equilibrium geometry.

Values from the calculation:
Total charge: 0
SMILES: CO[C@H]1CC[C@]2(CC1)Oc1ccc(OCC(F)(F)F)cc1[C@]21NC(=S)N(C)C1=O
Energy relative to the best compared isomer or geometry (same formula, charge and spin), kcal/mol: 0.0

Last column: Löwdin charge in e.
Atoms and positions in Å:
O 1.1524 -1.4244 -2.1424  0.121
F -1.4975 -5.5223 0.6880  0.121
F -3.5024 -6.3379 0.5799  0.144
F -1.6322 -7.5505 -0.0792  0.114
S 2.1534 -3.2129 2.2331  0.647
O -3.3318 -4.7049 -1.6889  -0.043
O -0.3854 4.7634 -0.1661  -0.152
O -2.0507 0.5119 -0.3572  0.053
C 1.0970 -1.3737 -0.9264  -0.350
C 1.4812 -2.1970 1.1126  -0.825
C -3.9674 -2.4661 -1.3797  -0.006
C -3.6678 -1.1579 -1.1075  0.014
C -1.6273 -3.0504 -0.9425  0.091
C -2.9672 -3.4274 -1.3211  -0.236
C -2.4172 -0.7566 -0.6539  -0.217
C -1.4140 -1.6984 -0.5830  -0.066
N 2.0599 -1.9102 -0.1035  -0.051
N 0.2353 -1.5938 1.2211  0.103
C 0.1884 5.6385 0.8137  -0.089
C 3.3134 -2.4756 -0.5721  -0.038
C -2.2946 -6.3450 -0.0319  -0.545
C -2.4526 -5.8608 -1.4928  -0.039
C -0.1528 -0.9900 -0.1066  -0.157
C -0.7213 2.7265 1.1229  -0.127
C -0.3555 2.7437 -1.3358  -0.121
C -0.3582 1.2632 1.2151  -0.098
C 0.0305 1.2848 -1.2727  -0.098
C -0.0028 3.4060 -0.0386  -0.386
C -0.6289 0.5316 -0.1031  -0.313
H -4.9582 -2.8239 -1.6387  0.128
H -4.5054 -0.4451 -1.1764  0.131
H -0.8411 -3.7781 -0.9317  0.107
H -0.4711 -2.0883 1.7694  0.150
H -0.3449 5.4876 1.7827  0.088
H 1.2514 5.4803 0.9932  0.084
H 0.0477 6.6669 0.4948  0.083
H 4.1231 -2.4696 0.1603  0.081
H 3.6865 -1.9255 -1.4134  0.087
H 3.1946 -3.5176 -0.8524  0.096
H -2.9124 -6.6689 -2.1279  0.158
H -1.4283 -5.6757 -1.8744  0.139
H -0.4273 3.2374 2.0648  0.121
H -1.8172 2.8546 1.0766  0.139
H -1.4396 2.8714 -1.5182  0.143
H 0.2166 3.1771 -2.1510  0.127
H -0.9216 0.7991 2.0353  0.132
H 0.7102 1.1780 1.4362  0.135
H -0.2732 0.8463 -2.2067  0.128
H 1.1132 1.1794 -1.2172  0.132
H 1.0910 3.3128 0.0829  0.159

Force components x, y, z for each atom (eV/Å):
O 0.096 0.622 1.049
F -0.313 -0.384 -0.122
F 1.101 -1.030 -0.152
F -1.446 0.878 0.508
S -0.259 0.369 -0.249
O 0.767 -1.331 0.489
O 0.839 0.756 0.329
O -0.069 -0.067 0.331
C -0.478 -0.534 -2.211
C -0.376 -0.668 1.348
C 0.471 -0.977 -0.060
C -1.436 1.565 0.476
C -2.091 0.772 -0.202
C 2.496 0.051 0.589
C -0.293 -0.876 -0.776
C 0.400 -0.528 -0.620
N -0.376 0.621 0.710
N 0.966 0.358 -1.099
C -1.058 -0.614 0.604
C 0.402 -0.414 0.154
C 0.163 0.904 -0.864
C -0.385 0.640 -0.826
C -0.352 -1.155 1.181
C -0.028 0.772 0.803
C -0.332 -0.151 0.061
C -0.145 -0.521 -0.004
C -0.482 -0.288 0.128
C -0.442 0.393 0.018
C 1.012 -0.144 -0.238
H 0.021 0.356 -0.072
H 0.653 -0.144 0.058
H 0.324 -0.100 0.103
H 0.496 0.319 -0.218
H 0.406 0.281 -0.482
H 0.172 -0.260 -0.233
H -0.141 -0.031 -0.157
H -0.590 0.271 0.409
H -0.255 0.366 -0.554
H -0.227 -0.126 -0.133
H 0.417 0.789 0.908
H -0.529 0.012 0.127
H -0.074 -0.377 -0.396
H 0.399 0.007 -0.415
H 0.505 -0.085 -0.049
H -0.157 0.345 -0.130
H 0.243 -0.079 -0.197
H -0.034 -0.182 0.051
H -0.048 -0.588 -0.363
H 0.145 0.036 0.132
H -0.079 0.171 0.255

---

Record 3
DFT (the ωB97M-V functional and the def2-TZVPD basis) results for a molecular structure, CCl3F2PS3 in a non-equilibrium geometry.

Values from the calculation:
Total charge: 0
Energy relative to the best compared isomer or geometry (same formula, charge and spin), kcal/mol: 81.8

Last column: Löwdin charge in e.
Atoms and positions in Å:
C -2.2601 -0.0971 -0.1295  -1.903
F 1.4639 0.9194 1.2010  -0.271
F 1.7377 0.9725 -1.1637  -0.326
P 2.3441 0.1523 0.1137  -0.232
S 4.2490 0.4969 0.5510  0.268
S -1.4999 -1.4517 0.7579  0.617
S 1.8114 -1.7598 -0.0611  0.364
Cl -1.0249 1.0285 -0.9125  0.547
Cl -3.5293 -0.9326 -1.3776  0.369
Cl -3.2920 0.6714 1.0208  0.566

Force components x, y, z for each atom (eV/Å):
C -0.132 -0.707 -1.616
F 0.279 -0.909 -0.795
F 1.224 -1.143 1.462
P 0.512 2.506 0.150
S -1.940 -0.762 -0.889
S 1.550 0.178 -0.555
S -1.191 0.433 0.407
Cl -1.909 -1.348 0.666
Cl 1.715 1.108 0.825
Cl -0.108 0.645 0.346

---

> Look up the energy relative to the best compared isomer or geometry (same formula, charge and spin) of the third one.

81.8 kcal/mol

---

> Which formula does entry 2 have?

C19H21F3N2O4S